This record from the Open Molecules 2025 dataset describes a molecular structure, C5H14N2O in a non-equilibrium geometry. The level of theory is wB97M-V/def2-TZVPD.

2S+1 = 2
HOMO (spin up / spin down) = -0.400 / -2.224 eV
frontier orbital gap (spin up / spin down) = 0.1529 / 0.2193 Ha
total energy = -383.46427 Ha
net charge = -1

Element x y z (Å)
N: 2.606 -0.254 1.540
C: 1.583 -0.339 0.468
C: 2.044 0.307 -0.801
O: 3.074 -0.483 -1.448
C: 0.202 0.180 0.904
N: -1.037 -0.185 -0.629
C: -2.272 0.189 -0.039
C: -3.510 -0.164 -0.855
H: 3.124 -1.098 1.665
H: 2.194 0.163 2.354
H: 1.446 -1.419 0.357
H: 2.566 1.246 -0.553
H: 1.252 0.549 -1.509
H: 3.302 -0.072 -2.283
H: 0.353 1.075 1.559
H: -0.314 -0.571 1.498
H: -0.253 0.735 -0.204
H: -2.442 1.266 0.230
H: -2.490 -0.233 0.980
H: -3.520 -1.232 -1.112
H: -3.489 0.296 -1.848
H: -4.416 0.043 -0.274

---

This record from the Open Molecules 2025 dataset describes a molecular structure, C22H36BrIO8PtSSi. The level of theory is wB97M-V/def2-TZVPD.

2S+1 = 1
HOMO (spin up / spin down) = -7.926 / -7.927 eV
frontier orbital gap (spin up / spin down) = 0.2498 / 0.2498 Ha
total energy = -5140.70562 Ha
net charge = 0

Element x y z (Å)
Pt: 1.509 -0.652 0.913
O: -1.912 2.258 -0.477
C: -0.919 1.522 0.050
O: -0.934 0.321 0.086
C: 0.212 2.398 0.552
O: 0.953 1.800 1.579
C: 0.232 1.633 2.804
C: -0.268 0.216 3.010
O: -1.357 0.018 3.491
O: 0.620 -0.725 2.730
H: -2.583 1.644 -0.810
H: -0.197 3.363 0.855
H: 0.896 2.545 -0.283
H: -0.607 2.325 2.868
H: 0.934 1.845 3.612
C: 4.368 2.475 -2.688
C: 5.274 2.697 -1.486
C: 5.203 4.139 -1.015
C: 6.711 2.310 -1.809
O: 4.814 1.907 -0.369
Si: 4.329 0.356 -0.241
S: 2.370 0.072 -1.046
O: 4.084 0.007 1.346
C: 4.889 0.102 2.543
C: 3.900 0.111 3.694
C: 5.718 1.380 2.537
C: 5.791 -1.122 2.605
O: 5.480 -0.556 -0.952
C: 5.529 -1.869 -1.538
C: 5.081 -1.775 -2.988
C: 6.985 -2.295 -1.461
C: 4.657 -2.837 -0.761
H: 4.665 3.129 -3.512
H: 3.329 2.690 -2.424
H: 4.425 1.436 -3.031
H: 5.532 4.820 -1.804
H: 5.845 4.275 -0.141
H: 4.179 4.389 -0.730
H: 7.092 2.921 -2.633
H: 6.770 1.257 -2.087
H: 7.346 2.471 -0.933
H: 3.292 1.019 3.658
H: 4.424 0.070 4.652
H: 3.228 -0.747 3.618
H: 5.081 2.251 2.379
H: 6.470 1.357 1.744
H: 6.229 1.480 3.497
H: 5.195 -2.032 2.729
H: 6.484 -1.040 3.447
H: 6.374 -1.205 1.683
H: 5.733 -1.095 -3.542
H: 4.055 -1.407 -3.046
H: 5.125 -2.763 -3.457
H: 7.618 -1.557 -1.958
H: 7.125 -3.264 -1.948
H: 7.301 -2.377 -0.418
H: 3.596 -2.627 -0.916
H: 4.872 -2.765 0.307
H: 4.859 -3.860 -1.088
Br: 3.460 -5.251 2.034
C: 2.446 -5.348 0.438
C: 2.872 -6.241 -0.537
C: 2.139 -6.394 -1.705
C: 0.969 -5.674 -1.893
C: 0.545 -4.781 -0.921
C: 1.290 -4.598 0.239
I: 0.644 -3.137 1.573
H: 3.777 -6.811 -0.372
H: 2.479 -7.091 -2.461
H: 0.385 -5.801 -2.796
H: -0.368 -4.214 -1.059